1.
Entry from the OMol25 dataset: a molecular structure, C15H48AsB3F6N2NaOSn (ωB97M-V/def2-TZVPD).

XYZ file:
```
78
C15H48AsB3F6N2NaOSn | the OMol25 dataset | ωB97M-V/def2-TZVPD
Na -2.13 -0.85 -0.39
Sn 2.18 -2.85 -2.19
B 0.45 -0.72 -0.73
H 1.41 -0.39 -1.09
H 0.57 -1.47 0.03
H 0.05 0.14 -0.23
H -0.24 -1.02 -1.51
B -2.70 1.46 -0.91
H -3.01 2.49 -1.01
H -2.72 0.99 -1.88
H -1.71 1.37 -0.49
H -3.41 0.97 -0.27
B 1.89 -0.18 -3.95
H 1.64 0.21 -4.93
H 2.08 0.64 -3.28
H 1.02 -0.72 -3.61
H 2.74 -0.83 -4.06
As -1.68 -4.28 -2.49
F -2.58 -5.56 -1.51
F -2.23 -3.12 -1.31
F -0.70 -3.04 -3.30
F -1.21 -5.52 -3.67
F -3.12 -3.89 -3.52
F -0.27 -4.47 -1.51
C 3.38 2.58 -1.01
C 2.09 2.77 -0.16
N 1.03 3.70 -0.54
C 1.64 5.00 -1.08
C 2.29 5.90 -0.08
C 0.07 3.80 0.58
C -1.06 4.81 0.25
H 3.35 1.94 -1.89
H 4.13 2.18 -0.33
H 3.82 3.50 -1.40
H 1.69 1.76 -0.04
H 2.48 2.99 0.84
H 2.37 4.83 -1.87
H 0.86 5.54 -1.62
H 3.35 5.67 0.04
H 2.29 6.97 -0.28
H 1.86 5.97 0.92
H 0.68 4.12 1.43
H -0.41 2.88 0.90
H -1.67 4.70 1.15
H -1.57 4.49 -0.65
H -0.84 5.88 0.13
C -2.03 0.07 2.68
C -3.27 -0.81 2.31
N -3.03 -2.00 1.58
C -4.34 -2.66 1.30
C -5.41 -1.83 0.57
C -2.11 -2.95 2.29
C -1.70 -4.08 1.43
H -1.79 0.74 1.86
H -1.11 -0.36 3.07
H -2.27 0.83 3.43
H -3.81 -1.10 3.21
H -3.94 -0.08 1.87
H -4.17 -3.63 0.84
H -4.80 -3.02 2.22
H -5.66 -0.98 1.21
H -5.10 -1.37 -0.36
H -6.29 -2.47 0.48
H -2.64 -3.33 3.17
H -1.16 -2.55 2.64
H -2.51 -4.65 0.96
H -1.11 -4.83 1.95
H -1.08 -3.63 0.66
C 4.99 -0.39 1.41
C 4.54 -1.77 0.94
O 3.58 -1.95 0.22
C 5.48 -2.91 1.43
H 4.98 -0.30 2.49
H 4.36 0.36 0.94
H 6.00 -0.17 1.04
H 5.78 -3.57 0.62
H 5.11 -3.56 2.23
H 6.36 -2.39 1.82
```

Summary:
- charge = -1
- largest force on an atom (hartree/bohr) = 0.1056
- gap between HOMO and LUMO (eV) = 5.54
- calculated total energy (eV) = -110777.0176


2.
Entry from the OMol25 dataset: 9 unconnected molecules or ions with the total composition C15H48O9 (ωB97M-V/def2-TZVPD).

XYZ file:
```
72
C15H48O9 | the OMol25 dataset | ωB97M-V/def2-TZVPD
C -1.90 1.55 5.99
C -1.14 0.91 4.88
C -0.54 1.79 3.83
O -0.06 0.15 5.41
H -2.76 2.13 5.63
H -1.27 2.25 6.55
H -2.16 0.71 6.63
H -1.90 0.32 4.36
H -1.32 2.33 3.28
H 0.07 1.23 3.12
H 0.14 2.48 4.32
H 0.38 0.67 6.08
C 4.39 -0.81 0.66
C 4.35 -0.28 -0.76
C 4.16 1.24 -0.77
O 5.58 -0.53 -1.37
H 4.21 -1.88 0.73
H 3.64 -0.28 1.25
H 5.32 -0.57 1.16
H 3.55 -0.69 -1.37
H 4.20 1.61 -1.80
H 4.94 1.79 -0.24
H 3.18 1.49 -0.36
H 5.49 -0.49 -2.33
C -3.07 2.05 -3.13
C -3.51 0.87 -4.02
O -3.89 1.52 -5.24
H -2.15 2.51 -3.50
H -2.92 1.78 -2.08
H -3.78 2.87 -3.11
H -4.39 0.30 -3.73
H -2.67 0.19 -4.15
H -4.18 0.82 -5.82
C 0.02 -0.30 -0.33
C -0.07 0.92 -1.21
O -0.40 2.08 -0.47
H -0.94 -0.79 -0.15
H 0.45 -0.08 0.64
H 0.72 -1.03 -0.74
H -0.68 0.80 -2.11
H 0.92 1.07 -1.63
H -0.32 2.88 -0.99
C -2.80 -4.46 0.48
O -2.26 -3.35 -0.10
H -3.65 -4.17 1.11
H -3.11 -5.21 -0.25
H -2.04 -4.98 1.06
H -1.37 -3.25 0.27
C 1.39 4.43 -1.74
O -0.03 4.39 -1.79
H 1.62 5.27 -1.09
H 1.83 3.48 -1.45
H 1.75 4.70 -2.73
H -0.29 4.99 -2.49
C -3.21 -0.24 1.37
O -2.83 1.11 1.25
H -4.12 -0.33 1.97
H -3.35 -0.65 0.37
H -2.30 -0.64 1.82
H -2.02 1.20 0.76
C 1.10 -2.98 -3.08
O 2.10 -2.07 -3.58
H 1.08 -3.91 -3.65
H 1.35 -3.29 -2.07
H 0.14 -2.48 -3.04
H 2.92 -2.57 -3.53
C 1.63 -3.22 1.19
O 0.34 -3.72 0.90
H 2.08 -3.63 2.09
H 2.33 -3.16 0.35
H 1.62 -2.16 1.41
H 0.40 -4.66 1.08
```

Summary:
- charge = 0
- largest force on an atom (hartree/bohr) = 0.0374
- gap between HOMO and LUMO (eV) = 9.83
- calculated total energy (eV) = -34757.0392
- SMILES string = CC(C)O.CC(C)O.CCO.CCO.CO.CO.CO.CO.CO


3.
Entry from the OMol25 dataset: 7 unconnected molecules or ions with the total composition C15H49O6P2S7 (ωB97M-V/def2-TZVPD).

XYZ file:
```
79
C15H49O6P2S7 | the OMol25 dataset | ωB97M-V/def2-TZVPD
C 3.61 -0.47 -0.70
C 2.50 -1.67 -0.65
P 0.84 -1.28 -1.50
C -0.46 -2.39 -0.58
P 0.20 0.78 -1.22
S 0.76 0.84 0.85
H 4.64 -0.99 -1.02
H 3.71 -0.06 0.41
H 3.40 0.37 -1.49
H 2.29 -2.07 0.46
H 2.97 -2.61 -1.22
H 0.05 -3.46 -0.48
H -0.61 -2.00 0.53
H -1.46 -2.50 -1.18
H -1.15 0.39 -0.84
H -0.26 2.17 -1.08
H 1.46 1.33 -1.69
H -0.27 0.77 -2.60
H 0.34 -0.31 1.53
C 0.46 4.53 -6.07
S 0.48 4.34 -4.27
O 1.52 3.31 -3.94
C -1.13 3.53 -4.15
H 1.41 4.99 -6.38
H 0.36 3.56 -6.55
H -0.37 5.18 -6.36
H -1.14 2.62 -4.75
H -1.91 4.22 -4.51
H -1.32 3.28 -3.11
C -3.69 -0.17 -3.96
S -4.47 0.65 -5.37
O -3.90 2.04 -5.46
C -6.11 0.80 -4.62
H -2.64 -0.33 -4.19
H -3.78 0.46 -3.07
H -4.18 -1.13 -3.79
H -6.05 1.36 -3.69
H -6.51 -0.20 -4.43
H -6.77 1.32 -5.32
C 0.43 0.17 5.90
S 1.88 -0.07 4.85
O 2.53 -1.36 5.26
C 2.86 1.27 5.56
H -0.31 -0.60 5.66
H 0.72 0.08 6.95
H 0.01 1.16 5.71
H 2.99 1.12 6.63
H 2.35 2.23 5.38
H 3.84 1.29 5.07
C -2.41 -3.48 4.82
S -2.71 -2.05 3.75
O -2.57 -0.82 4.60
C -4.48 -2.36 3.53
H -1.36 -3.47 5.12
H -3.04 -3.42 5.71
H -2.62 -4.40 4.27
H -4.98 -2.37 4.50
H -4.62 -3.31 3.02
H -4.90 -1.56 2.91
C 3.97 -0.84 10.60
S 3.69 -0.66 8.82
O 2.87 0.57 8.62
C 2.59 -2.09 8.67
H 4.61 -0.02 10.94
H 3.01 -0.79 11.14
H 4.46 -1.79 10.80
H 1.72 -1.96 9.32
H 3.13 -3.00 8.93
H 2.25 -2.15 7.63
C 2.17 -0.33 -8.26
S 0.71 0.69 -7.93
O -0.40 -0.23 -7.51
C 0.41 1.15 -9.65
H 2.51 -0.76 -7.31
H 1.91 -1.13 -8.95
H 2.96 0.30 -8.68
H 0.27 0.25 -10.26
H 1.26 1.73 -10.03
H -0.49 1.77 -9.70
```

Summary:
- charge = -1
- largest force on an atom (hartree/bohr) = 0.0644
- gap between HOMO and LUMO (eV) = 4.90
- calculated total energy (eV) = -123050.4360


4.
Entry from the OMol25 dataset: a molecular structure, C15H50Br2N16O9Sr (ωB97M-V/def2-TZVPD).

XYZ file:
```
93
C15H50Br2N16O9Sr | the OMol25 dataset | ωB97M-V/def2-TZVPD
Sr -0.48 0.78 -0.46
Br 2.33 -0.03 -1.13
Br -0.49 1.84 2.49
C 1.54 3.96 5.27
O 2.22 4.66 6.05
N 0.54 3.13 5.64
N 1.75 3.93 3.95
H 0.01 2.61 4.95
H 0.31 3.05 6.62
H 1.08 3.37 3.44
H 2.44 4.54 3.54
C 1.03 4.12 -0.43
O 0.74 2.97 -0.67
N 2.01 4.60 -1.08
N 0.34 4.96 0.28
H 2.39 5.49 -0.79
H 2.50 4.02 -1.75
H -0.57 4.73 0.64
H 0.77 5.87 0.34
C -2.77 3.53 -0.45
O -1.89 2.90 -1.04
N -2.74 3.68 0.85
N -3.80 4.09 -1.03
H -1.98 3.22 1.33
H -3.53 4.16 1.26
H -4.20 4.86 -0.51
H -3.95 3.98 -2.02
C 0.60 -0.08 -5.08
O -0.10 0.83 -4.61
N 1.46 -0.73 -4.38
N 0.48 -0.48 -6.30
H 1.63 -0.24 -3.51
H 2.11 -1.42 -4.72
H -0.18 0.13 -6.74
H 1.31 -0.74 -6.81
C -0.50 -2.13 1.72
O -0.33 -1.44 0.77
N -0.61 -3.48 1.68
N -0.74 -1.68 2.91
H -0.99 -3.97 2.47
H -0.58 -3.84 0.74
H -0.55 -0.69 2.92
H -1.03 -2.27 3.68
C 0.49 -3.86 -1.68
O -0.41 -3.20 -2.22
N 0.53 -5.14 -1.77
N 1.54 -3.46 -1.11
H 1.12 -5.74 -1.21
H -0.22 -5.56 -2.30
H 1.63 -2.49 -0.85
H 2.08 -4.10 -0.54
C -4.03 2.84 -4.57
O -4.32 3.51 -3.67
N -2.92 2.14 -4.58
N -4.64 2.68 -5.71
H -2.18 2.41 -3.95
H -2.61 1.74 -5.45
H -5.37 3.36 -5.85
H -4.19 2.14 -6.44
C -3.17 -1.03 -3.71
C -2.60 -0.28 -2.49
C -3.22 -0.69 -1.10
O -2.83 0.14 -0.03
C -3.64 0.01 1.11
N -1.23 -0.58 -2.38
H -3.08 -0.47 -4.64
H -4.20 -1.35 -3.59
H -2.54 -1.89 -3.92
H -2.68 0.81 -2.58
H -2.91 -1.69 -0.81
H -4.31 -0.62 -1.15
H -4.62 0.44 0.91
H -3.21 0.53 1.97
H -3.78 -1.04 1.37
H -1.13 -1.58 -2.27
H -0.80 -0.42 -3.28
C 4.96 -3.27 5.79
C 4.80 -3.96 4.45
C 4.60 -3.05 3.22
O 3.25 -2.66 3.40
C 2.88 -1.61 2.63
N 5.97 -4.84 4.27
H 5.94 -2.82 5.90
H 4.96 -4.02 6.58
H 4.20 -2.50 5.95
H 4.06 -4.76 4.52
H 4.88 -3.55 2.29
H 5.23 -2.16 3.23
H 3.64 -0.84 2.77
H 1.93 -1.30 3.06
H 2.74 -1.99 1.62
H 6.06 -5.34 5.14
H 5.78 -5.60 3.64
```

Summary:
- charge = 0
- largest force on an atom (hartree/bohr) = 0.1329
- gap between HOMO and LUMO (eV) = 8.24
- calculated total energy (eV) = -199566.1309


5.
Entry from the OMol25 dataset: 10 unconnected molecules or ions with the total composition C15H50O10 (ωB97M-V/def2-TZVPD).

XYZ file:
```
75
C15H50O10 | the OMol25 dataset | ωB97M-V/def2-TZVPD
C -2.09 1.19 25.24
C -2.63 2.56 25.48
C -2.80 3.34 24.12
O -3.85 2.63 26.16
H -1.36 1.32 24.44
H -2.88 0.53 24.86
H -1.52 0.83 26.10
H -1.90 3.02 26.14
H -3.59 3.04 23.43
H -1.92 3.27 23.48
H -2.99 4.40 24.29
H -3.82 2.07 26.94
C 2.52 0.09 20.07
C 4.08 0.23 19.93
C 4.65 -1.10 19.49
O 4.30 1.24 18.98
H 2.19 -0.66 20.79
H 2.04 -0.21 19.14
H 2.00 1.02 20.33
H 4.63 0.58 20.80
H 4.27 -1.40 18.52
H 4.56 -1.84 20.29
H 5.74 -1.07 19.36
H 4.37 2.08 19.46
C 1.57 3.41 25.27
C 2.59 4.01 24.29
C 3.12 5.35 24.84
O 3.59 2.98 24.24
H 1.22 2.42 25.00
H 0.67 4.03 25.36
H 2.02 3.28 26.25
H 2.12 3.98 23.30
H 3.50 5.28 25.86
H 2.33 6.11 24.88
H 3.85 5.75 24.14
H 3.99 3.02 25.11
C 2.12 -3.32 21.56
C 1.16 -3.91 20.52
C 1.64 -5.30 20.07
O -0.18 -4.01 21.10
H 2.18 -4.02 22.40
H 1.77 -2.35 21.90
H 3.16 -3.24 21.24
H 1.03 -3.19 19.71
H 2.51 -5.12 19.43
H 0.88 -5.87 19.53
H 1.91 -5.88 20.95
H -0.34 -4.96 21.11
C -2.32 -1.66 19.27
C -1.62 -0.61 20.05
C -2.59 0.21 20.97
O -0.62 -1.28 20.77
H -1.65 -1.99 18.48
H -3.17 -1.29 18.69
H -2.64 -2.57 19.79
H -1.14 0.07 19.34
H -3.29 0.79 20.37
H -2.18 0.87 21.73
H -3.19 -0.48 21.56
H -0.86 -2.20 20.79
O -0.93 -2.74 23.43
H -1.80 -3.13 23.44
H -0.65 -2.81 22.52
O 3.51 0.08 23.93
H 3.68 1.02 23.95
H 2.69 0.00 23.44
O 0.31 -1.08 25.37
H 0.74 -0.47 24.77
H -0.17 -1.68 24.81
O -0.10 2.96 21.80
H 0.64 3.47 22.11
H -0.38 3.40 21.00
O 0.98 0.31 22.81
H 0.78 1.20 22.51
H 0.66 -0.26 22.12
```

Summary:
- charge = 0
- largest force on an atom (hartree/bohr) = 0.0523
- gap between HOMO and LUMO (eV) = 9.72
- calculated total energy (eV) = -36840.1927
- SMILES string = CC(C)O.CC(C)O.CC(C)O.CC(C)O.CC(C)O.O.O.O.O.O


6.
Entry from the OMol25 dataset: 11 unconnected molecules or ions with the total composition C15H52O15 (ωB97M-V/def2-TZVPD).

XYZ file:
```
82
C15H52O15 | the OMol25 dataset | ωB97M-V/def2-TZVPD
C 0.64 4.29 1.16
O 1.94 4.67 1.00
H 0.56 3.40 1.80
H -0.15 5.00 1.38
H 0.30 3.95 0.18
H 2.34 4.79 1.87
C 2.12 0.28 4.00
O 1.29 0.80 3.00
H 2.37 0.98 4.80
H 1.59 -0.55 4.46
H 3.09 0.01 3.57
H 1.70 1.10 2.18
C 1.96 0.99 -4.68
O 3.33 1.32 -4.52
H 1.42 0.72 -3.77
H 1.62 1.98 -4.97
H 1.63 0.33 -5.48
H 3.64 1.13 -3.63
C 0.59 0.47 -0.32
O -0.76 0.45 -0.16
H 1.20 0.01 0.45
H 0.89 0.30 -1.36
H 0.79 1.52 -0.13
H -1.10 0.92 -0.93
C -1.96 2.93 -2.45
O -2.11 1.52 -2.33
H -2.94 3.34 -2.20
H -1.23 3.43 -1.82
H -1.70 3.08 -3.50
H -2.47 1.26 -3.19
C -2.78 -1.82 -2.56
O -3.02 -2.51 -3.66
H -3.69 -1.56 -2.00
H -2.21 -2.47 -1.89
H -2.15 -0.98 -2.85
H -2.21 -2.85 -4.04
C 0.48 -2.94 -3.44
O -0.37 -3.01 -4.57
H 0.01 -3.47 -2.61
H 1.46 -3.36 -3.66
H 0.72 -1.91 -3.20
H 0.12 -3.07 -5.39
C 0.95 -4.10 1.57
C 0.54 -5.37 0.77
O 1.15 -5.52 -0.53
O 0.68 -2.81 1.04
H 2.01 -4.30 1.73
H 0.51 -4.22 2.56
H -0.54 -5.32 0.67
H 0.74 -6.26 1.38
H 0.95 -4.72 -1.02
H -0.21 -2.52 1.26
C 5.09 0.60 0.27
C 4.62 1.43 -0.90
O 4.01 0.53 -1.86
O 4.00 0.21 1.03
H 5.72 1.15 0.97
H 5.69 -0.27 0.02
H 5.46 1.89 -1.42
H 3.98 2.25 -0.58
H 3.60 -0.26 -1.51
H 4.34 -0.56 1.50
C -4.74 2.84 2.32
C -4.10 2.40 1.00
O -2.75 2.71 1.31
O -4.50 2.06 3.43
H -5.82 2.90 2.27
H -4.28 3.75 2.72
H -4.39 2.96 0.12
H -4.32 1.36 0.75
H -2.29 2.65 0.47
H -3.58 1.76 3.38
C -2.39 -2.04 2.68
C -1.88 -1.08 3.81
O -1.79 0.36 3.52
O -1.83 -1.56 1.46
H -3.47 -1.91 2.64
H -2.09 -3.09 2.80
H -0.90 -1.33 4.23
H -2.60 -1.17 4.63
H -0.91 0.75 3.42
H -1.63 -0.63 1.56
```

Summary:
- 2S+1 = 2
- charge = -1
- largest force on an atom (hartree/bohr) = 0.0912
- gap between HOMO and LUMO (spin up / spin down) (eV) = 1.63 / 9.33
- calculated total energy (eV) = -47102.8976